Entry from the OMol25 dataset: a 5-piece molecular cluster, C29H65BF3N2O16PS2 overall in a non-equilibrium geometry (ωB97M-V/def2-TZVPD).

Summary:
Kohn-Sham gap: 7.899 eV
SMILES: CCN(CC[C@](S)(O[C@H](OC[C@@H](C)O)[C@@](CON=O)(C[C@@H](C)F)O[C@@](C[C@H](C)F)(P(O)O)S(=O)(=O)F)B(C)O)C(C)=O.CCO.CCO.CCO.CCO
E_HOMO: -7.6 eV

ORCA input file:
```
! wB97M-V def2-TZVPD RIJCOSX def2/J DEFGRID3
* xyz 0 1
C -3.05270 -4.62609 -3.55820
C -2.32272 -3.30217 -3.70035
N -2.31098 -2.40607 -2.51621
C -1.90252 -1.05841 -2.96722
C -0.92824 -0.36850 -2.00835
C -1.44850 0.27186 -0.71881
S -3.11046 0.99360 -0.91278
O -0.63686 1.36014 -0.20926
C 0.73183 1.45890 -0.46369
O 1.44541 0.30928 -0.11169
C 2.30020 -0.23389 -1.10179
C 3.51151 -0.87342 -0.43997
C 3.80171 -2.23756 -1.06881
O 4.61726 0.00085 -0.65810
C 1.24672 2.65335 0.40831
C 2.59686 3.02777 -0.23148
O 2.35596 3.52406 -1.55722
N 2.94791 4.78172 -1.73237
O 2.85878 5.13014 -2.83837
C 0.25243 3.82413 0.21751
C -0.81358 4.16930 1.25273
C -1.57937 3.07676 1.98272
F -0.26407 5.05803 2.19282
O 1.35074 2.07478 1.70813
C 2.04506 2.55333 2.79690
C 2.55890 4.00936 2.81902
C 2.58314 4.81910 4.11227
C 3.24240 4.23084 5.34179
F 1.32410 5.29419 4.44862
P 0.94001 1.83438 4.25363
O 1.80387 1.07828 5.42840
O -0.10739 2.93447 4.81925
S 3.55885 1.44481 2.82660
O 3.16109 0.07900 2.86845
O 4.47405 1.86308 1.81454
F 4.24954 1.76327 4.19761
B -1.58767 -0.76185 0.53187
C -0.52376 -1.84730 0.87055
O -2.68469 -0.63084 1.37213
C -3.61873 -2.41239 -1.90565
C -3.77381 -3.35488 -0.73768
O -4.53339 -1.72548 -2.29989
H -2.65340 -5.25814 -2.76581
H -2.89274 -5.17288 -4.48885
H -4.13150 -4.49783 -3.47950
H -2.80043 -2.76752 -4.53367
H -1.29393 -3.49106 -4.01132
H -1.31166 -1.22580 -3.87069
H -2.75305 -0.44823 -3.27473
H -0.33594 0.33623 -2.59788
H -0.25219 -1.17350 -1.71547
H -2.88427 1.68588 -2.04110
H 0.92790 1.67291 -1.51930
H 2.69971 0.53906 -1.76787
H 1.79160 -0.96366 -1.73909
H 3.31537 -1.05658 0.61867
H 3.90467 -2.16664 -2.15182
H 4.67208 -2.70420 -0.60943
H 2.95348 -2.89926 -0.85922
H 5.21343 -0.09143 0.09059
H 3.27437 2.17838 -0.30739
H 3.11540 3.81298 0.31629
H 0.84663 4.74098 0.12711
H -0.24154 3.72765 -0.74649
H -1.55281 4.77011 0.71685
H -2.52345 2.90891 1.46211
H -1.84079 3.45711 2.96827
H -1.07734 2.11836 2.04032
H 2.01749 4.60495 2.08652
H 3.59052 4.01172 2.45231
H 3.15238 5.71846 3.85374
H 4.32741 4.28206 5.24611
H 2.97107 4.84794 6.19754
H 2.97992 3.19920 5.56681
H 1.64369 0.14485 5.25401
H -0.48139 2.62377 5.65640
H 0.31329 -1.90625 0.18009
H -0.11758 -1.63032 1.86492
H -0.99478 -2.83238 0.91931
H -3.51934 -0.94346 1.01234
H -3.47648 -4.36183 -1.02536
H -4.81108 -3.38464 -0.41195
H -3.11694 -3.07317 0.08687
C 7.63198 1.46780 -4.26152
C 7.14527 0.20261 -3.57822
O 5.93062 0.40485 -2.86527
H 7.77432 2.26217 -3.52810
H 8.57579 1.29821 -4.78214
H 6.89722 1.81886 -4.99027
H 7.87200 -0.13698 -2.84056
H 7.01325 -0.59573 -4.31824
H 5.26943 0.69454 -3.50234
C -1.01151 -7.10291 0.66312
C -0.52832 -5.88153 -0.09595
O -0.18720 -4.80620 0.77346
H -1.87750 -6.85033 1.27614
H -1.28849 -7.90616 -0.02116
H -0.23163 -7.47575 1.33104
H -1.31194 -5.49888 -0.74952
H 0.33668 -6.14036 -0.71626
H 0.52185 -5.10680 1.35132
C -7.15475 -2.86691 -6.50141
C -5.90700 -3.09062 -5.66898
O -4.93002 -3.84310 -6.39460
H -7.58584 -3.82255 -6.80128
H -7.90360 -2.30341 -5.94341
H -6.91585 -2.31224 -7.41197
H -6.13626 -3.65852 -4.76870
H -5.47068 -2.13396 -5.36436
H -4.71321 -3.33719 -7.18375
C -4.39243 2.55642 5.71283
C -3.91165 1.66155 6.83882
O -2.51070 1.80760 7.07210
H -3.85006 2.33280 4.79326
H -5.45928 2.41916 5.53262
H -4.21793 3.60815 5.95307
H -4.06789 0.61329 6.59046
H -4.45834 1.88258 7.76113
H -2.35308 2.72686 7.31249
*
```

These are the Mulliken partial charges, in e, on atoms 1 to 2: number 1, C, carries -1.424; number 2, C, carries -0.577


Entry from the OMol25 dataset: a 2-piece molecular cluster, C5H12N2O2 overall in a non-equilibrium geometry (ωB97M-V/def2-TZVPD).

Summary:
Kohn-Sham gap: 8.114 eV
SMILES: C=C[C@](C)(O)CN.N=O
Relative energy (zero: lowest compared OMol25 entry of this formula, charge and spin): 504.72 kJ/mol
E_HOMO: -8.9 eV

ORCA input file:
```
! wB97M-V def2-TZVPD RIJCOSX def2/J DEFGRID3
* xyz 0 1
C -2.05214 0.41220 -0.61740
C -0.78491 0.81874 -0.66372
C 0.38286 0.38459 0.22709
C 0.77146 1.58539 1.09655
O 1.48315 0.08719 -0.60680
C 0.03691 -0.85491 1.09290
N 1.15985 -1.40268 1.82544
H -2.39402 -0.33840 0.06975
H -2.78929 0.81616 -1.29522
H -0.47330 1.53866 -1.41276
H 1.60514 1.32237 1.74216
H -0.07329 1.89784 1.70539
H 1.08503 2.40955 0.46151
H 1.19507 -0.58192 -1.30027
H -0.33948 -1.64046 0.43254
H -0.74738 -0.59454 1.80633
H 1.93968 -1.54500 1.19101
H 1.46699 -0.76020 2.54763
N -0.07968 -1.28635 -2.69201
O -1.05405 -1.24472 -1.93880
H -0.33859 -1.02350 -3.67132
*
```

These are the Mulliken partial charges, in e, on atoms 1 to 2: number 1, C, carries -0.603; number 2, C, carries -0.820


Entry from the OMol25 dataset: C31H43NiP2S2Sb as an isolated structure (ωB97M-V/def2-TZVPD).

Summary:
Kohn-Sham gap: 6.768 eV
Relative energy (zero: lowest compared OMol25 entry of this formula, charge and spin): 11.47 kJ/mol
E_HOMO: -6.3 eV

ORCA input file:
```
! wB97M-V def2-TZVPD RIJCOSX def2/J DEFGRID3
* xyz 0 1
Ni 1.28590 2.24110 -0.29087
C 3.26748 4.06470 1.59924
P 1.55709 3.46454 1.49009
C 1.21491 3.02080 3.22268
C 0.56734 5.00020 1.22380
C -0.73455 4.64447 0.50437
P -0.32838 3.54450 -0.91351
C 0.03336 4.68199 -2.28215
C -1.91947 2.82045 -1.39823
H 3.34712 4.91090 2.28476
H 3.61436 4.35053 0.60713
H 3.89343 3.24162 1.94348
H 1.53067 3.83414 3.87787
H 1.77343 2.11901 3.47671
H 0.15367 2.82225 3.37355
H 1.17473 5.65854 0.59634
H 0.39034 5.52230 2.16661
H -1.28389 5.53085 0.17911
H -1.39279 4.07257 1.16540
H -0.81756 5.33636 -2.47839
H 0.26365 4.09583 -3.17173
H 0.91251 5.27987 -2.04310
H -2.64642 3.60049 -1.63175
H -2.30291 2.18195 -0.60389
H -1.75530 2.19864 -2.27961
C 3.29743 -0.21816 -3.51707
C 2.84247 0.39671 -2.22170
S 1.67309 1.70590 -2.32845
C 3.30819 0.01603 -1.03022
C 4.35357 -1.05500 -0.87096
S 2.69772 0.76409 0.43856
H 2.81291 0.26056 -4.36778
H 3.06789 -1.28703 -3.54810
H 4.37788 -0.11132 -3.64707
H 5.29596 -0.75728 -1.34004
H 4.02819 -1.98776 -1.33712
H 4.54969 -1.25797 0.18105
C -2.65507 -3.32731 -1.66117
C -3.43470 -2.34677 -0.82502
C -4.81634 -2.51981 -0.73599
C -5.61581 -1.67939 0.02188
C -5.03337 -0.63096 0.71523
C -3.66228 -0.44534 0.62596
C -2.83966 -1.28646 -0.12702
Sb -0.77258 -0.59694 0.05632
C 0.41605 -2.14550 -0.82978
C 1.19024 -2.96455 -0.01119
C 2.00969 -3.94611 -0.55049
C 2.06635 -4.10656 -1.92611
C 1.32121 -3.27401 -2.74698
C 0.49917 -2.28061 -2.21941
C -0.25161 -1.38176 -3.16611
C -0.60254 -1.19534 2.11683
C -0.03464 -0.21200 2.92566
C 0.09556 -0.37368 4.29689
C -0.35132 -1.54789 4.88041
C -0.91630 -2.53547 4.08826
C -1.05532 -2.38247 2.70961
C -1.70341 -3.49067 1.92537
H -3.24098 -4.22943 -1.83706
H -1.71769 -3.61438 -1.18844
H -2.40524 -2.90315 -2.63513
H -5.27145 -3.34652 -1.27021
H -6.68416 -1.84718 0.07307
H -5.63686 0.03325 1.32108
H -3.21702 0.37636 1.18446
H 1.15233 -2.83991 1.06491
H 2.59870 -4.57875 0.10162
H 2.69492 -4.87326 -2.36201
H 1.37348 -3.39557 -3.82379
H -0.58096 -1.93381 -4.04798
H 0.38488 -0.55704 -3.49288
H -1.13694 -0.93737 -2.70543
H 0.32962 0.69247 2.45388
H 0.54564 0.40387 4.90248
H -0.25790 -1.70016 5.94837
H -1.26027 -3.45525 4.54829
H -1.58533 -4.44443 2.44064
H -1.26971 -3.58518 0.93125
H -2.77209 -3.30233 1.80067
*
```

These are the Mulliken partial charges, in e, on atoms 1 to 2: number 1, Ni, carries 0.412; number 2, C, carries -1.524


- E_HOMO of number 2 (C5H12N2O2)?
  -8.9 eV


- Look up the Kohn-Sham gap of the second one.
  8.114 eV


- Which of these has the highest E_HOMO?
  C31H43NiP2S2Sb


- Look up the E_HOMO of the third one.
  -6.3 eV